<1>
Computed, not measured: a cluster of 4 separate species, H8O4 in total, with ωB97M-V with the def2-TZVPD basis set.

Computed properties:
Multiplicity: 1
Kohn-Sham gap (eV): 10.68
E_HOMO (eV): -10.23
Charge: 0
SMILES: O.O.O.O
LUMO energy (eV): 0.4

Geometry (Å):
O: -2.8689 -1.4918 -0.1271
O: 1.4464 -1.3811 1.6853
O: 2.2228 2.2673 -1.0444
O: -0.0499 0.1863 0.1154
H: 1.6896 -2.1582 1.1821
H: -3.1746 -2.3676 -0.3629
H: 0.8737 -0.8856 1.0999
H: 1.6700 2.8928 -1.5130
H: -3.3668 -0.9030 -0.6942
H: -0.9504 -0.0498 -0.1076
H: -0.0279 1.1408 0.0460
H: 2.5360 2.7500 -0.2795

Atom charges from the Mulliken analysis, given in e for atoms 1 to 8:
1. O -0.632
2. O -0.655
3. O -0.638
4. O -0.678
5. H 0.303
6. H 0.310
7. H 0.412
8. H 0.314


<2>
Computed, not measured: a cluster of 4 separate species, H8O4 in total, with ωB97M-V with the def2-TZVPD basis set.

Computed properties:
Multiplicity: 1
Kohn-Sham gap (eV): 10.89
E_HOMO (eV): -10.87
Charge: 0
SMILES: O.O.O.O
LUMO energy (eV): 0.0

Geometry (Å):
O: 2.4606 1.7541 -0.9667
O: -0.1381 1.4165 1.1600
O: 0.6044 -0.8355 -0.3109
O: -2.0961 -1.1238 0.2839
H: 1.0834 -1.6286 -0.5661
H: -1.9476 -1.9989 0.6595
H: 0.3331 0.9242 0.4752
H: -0.3241 -1.1064 -0.2310
H: 1.6030 2.0220 -0.6258
H: -3.0121 -1.1349 -0.0101
H: -0.9229 0.8854 1.3245
H: 2.3562 0.8259 -1.1926

Atom charges from the Mulliken analysis, given in e for atoms 1 to 8:
1. O -0.632
2. O -0.647
3. O -0.646
4. O -0.677
5. H 0.302
6. H 0.327
7. H 0.397
8. H 0.363


Stability verdict: <2>, ahead by 2.0 kcal/mol


<1>
Computed, not measured: an isolated molecule of C4H5NS, with ωB97M-V with the def2-TZVPD basis set.

Computed properties:
Multiplicity: 1
Kohn-Sham gap (eV): 9.01
E_HOMO (eV): -8.80
Charge: 0
SMILES: C=C=C1SN1C
LUMO energy (eV): 0.2

Geometry (Å):
S: 2.2253 -0.1504 -0.8931
N: 1.1792 -0.0444 0.6789
C: -0.5359 0.9664 -0.9697
C: -1.6603 1.5053 -1.4236
C: 0.5210 0.2664 -0.5765
C: 0.7778 -1.2866 1.3609
H: -1.7337 2.5308 -1.3498
H: -0.1698 -1.7538 0.8895
H: 0.4077 -0.8853 2.2832
H: -2.5277 0.9521 -1.6416
H: 1.5164 -2.1005 1.6417

Atom charges from the Mulliken analysis, given in e for atoms 1 to 8:
1. S -0.133
2. N -0.183
3. C 0.625
4. C -0.785
5. C -0.226
6. C -0.659
7. H 0.261
8. H 0.266


<2>
Computed, not measured: an isolated molecule of C4H5NS, with ωB97M-V with the def2-TZVPD basis set.

Computed properties:
Multiplicity: 1
Kohn-Sham gap (eV): 8.18
E_HOMO (eV): -8.63
Charge: 0
LUMO energy (eV): -0.4

Geometry (Å):
S: 2.5971 0.2260 -0.2696
N: -0.8543 1.8096 0.1737
C: 0.2685 -0.8659 0.4726
C: -0.9355 -0.6320 0.0775
C: 1.4782 -0.2040 0.8016
C: -1.4634 0.7422 -0.0371
H: -2.3692 0.8048 -0.5309
H: -1.3603 -1.5515 -0.2781
H: 1.9670 0.0314 -1.5745
H: 0.5698 -1.9572 0.5639
H: 0.1020 1.5966 0.6010

Atom charges from the Mulliken analysis, given in e for atoms 1 to 8:
1. S -0.058
2. N -0.638
3. C 0.255
4. C -0.167
5. C -0.676
6. C -0.078
7. H 0.411
8. H 0.295


<3>
Computed, not measured: an isolated molecule of C4H5NS, with ωB97M-V with the def2-TZVPD basis set.

Computed properties:
Multiplicity: 1
Kohn-Sham gap (eV): 8.59
E_HOMO (eV): -8.30
Charge: 0
SMILES: CC#CC(N)=S
LUMO energy (eV): 0.3

Geometry (Å):
S: -1.4183 0.5541 2.6064
N: -2.4515 0.3071 0.1935
C: 2.2723 -0.3585 -0.8297
C: 0.9841 -0.1260 -0.1852
C: -1.3601 0.3060 0.9780
C: -0.0783 0.0553 0.3546
H: -2.3624 0.1187 -0.7987
H: 2.4597 0.4084 -1.5833
H: 3.0740 -0.3571 -0.1072
H: 2.2670 -1.3765 -1.2765
H: -3.3865 0.4684 0.6482

Atom charges from the Mulliken analysis, given in e for atoms 1 to 8:
1. S -0.346
2. N -0.369
3. C -1.278
4. C 1.488
5. C -0.300
6. C -0.541
7. H 0.235
8. H 0.292


Stability verdict: <3>, ahead by 61.4 kcal/mol


<1>
Computed, not measured: a cluster of 2 separate species, C5H9NS2 in total, with ωB97M-V with the def2-TZVPD basis set.

Computed properties:
Multiplicity: 1
Kohn-Sham gap (spin up / spin down) (eV): 7.07 / 7.83
E_HOMO (spin up / spin down) (eV): -7.33 / -8.11
Charge: 0
LUMO energy (spin up / spin down) (eV): -0.3 / -0.3

Geometry (Å):
S: -2.6136 1.5951 -0.1096
S: -2.8597 -1.4488 0.4896
N: -0.5510 -0.0904 -0.9057
C: 0.6533 -0.1460 -0.1403
C: 1.7324 0.6797 -0.7406
C: 0.7880 -0.0354 1.4362
C: -2.5588 -0.0014 0.0773
C: 0.1421 -1.3164 -0.9142
H: -3.8854 2.0486 0.2385
H: 1.6507 1.5888 -0.3455
H: -0.2663 -2.2127 -0.4796
H: 2.7545 0.3506 -0.4709
H: 1.9382 0.7371 -1.8919
H: 1.6551 -0.5332 1.9695
H: 0.8758 1.0024 1.6656
H: 0.6377 -1.6001 -1.7678
H: -0.0928 -0.6180 1.8894

Atom charges from the Mulliken analysis, given in e for atoms 1 to 8:
1. S -0.177
2. S -0.281
3. N -0.594
4. C 1.390
5. C -1.686
6. C -1.235
7. C 0.557
8. C -0.604


<2>
Computed, not measured: an isolated molecule of C5H9NS2, with ωB97M-V with the def2-TZVPD basis set.

Computed properties:
Multiplicity: 1
Kohn-Sham gap (eV): 8.41
E_HOMO (eV): -7.90
Charge: 0
SMILES: N[C@@H]1[C@@H]2CSC[C@@]12S
LUMO energy (eV): 0.5

Geometry (Å):
S: 0.9664 1.4539 -0.4461
S: -2.1649 0.0340 -0.1653
N: 2.4372 -0.7963 -0.2093
C: 1.4130 -0.8437 0.7444
C: -0.8545 -1.1880 -1.0069
C: -0.9676 0.6138 1.0806
C: 0.3487 0.2683 0.7237
C: 0.1139 -1.2346 0.1914
H: -1.2889 -2.2039 -1.0415
H: 1.7481 -1.5281 1.6427
H: -1.2724 1.6165 1.3563
H: -0.3360 -0.8163 -1.8632
H: -0.3241 1.2364 -0.9077
H: 2.0162 -0.7793 -1.3499
H: -0.5600 -1.6314 0.9726
H: 2.9894 0.0164 0.0380
H: -1.1772 0.1623 2.0009

Atom charges from the Mulliken analysis, given in e for atoms 1 to 8:
1. S -0.255
2. S -0.055
3. N -0.692
4. C 0.183
5. C -0.869
6. C -1.166
7. C 0.416
8. C -0.547


Stability verdict: <2>, ahead by 4.4 kcal/mol